{
  "formula": "C73H54AsF15GeN6O2S2Si2TaTe",
  "method": "ωB97M-V/def2-TZVPD",
  "de_lowest_ev": 3.980,
  "homo_lumo_gap_ev": 4.64,
  "fmax_ev_per_a": 3.25,
  "molar_mass_g_mol": 1908.63,
  "total_charge": 3,
  "e_homo_ev": -12.99,
  "symbols": ["Ta", "C", "O", "C", "C", "C", "C", "C", "C", "C", "N", "C", "C", "N", "C", "C", "C", "C", "N", "C", "C", "N", "C", "C", "C", "C", "H", "H", "H", "H", "H", "H", "H", "H", "H", "H", "H", "H", "H", "H", "S", "C", "C", "C", "C", "C", "C", "As", "C", "C", "C", "C", "C", "C", "C", "C", "C", "C", "C", "C", "H", "H", "H", "H", "H", "H", "H", "H", "H", "H", "H", "H", "H", "H", "O", "N", "C", "Si", "C", "C", "C", "Te", "C", "Si", "C", "C", "C", "H", "H", "H", "H", "H", "H", "H", "H", "H", "H", "H", "H", "H", "H", "H", "H", "H", "H", "H", "H", "H", "H", "N", "C", "C", "C", "C", "C", "C", "C", "C", "C", "H", "H", "H", "H", "F", "C", "C", "C", "F", "C", "F", "C", "F", "C", "F", "Ge", "S", "C", "C", "F", "C", "F", "C", "F", "C", "F", "C", "F", "C", "C", "F", "C", "F", "C", "F", "C", "F", "C", "F"],
  "coordinates": [[-0.2960, 0.3880, -0.4740], [-11.1848, -3.2411, 7.6779], [-9.9932, -2.5608, 8.0269], [-9.0265, -2.3926, 7.1358], [-7.8646, -1.7487, 7.6077], [-6.7998, -1.5272, 6.7784], [-6.8408, -1.9355, 5.4310], [-7.9990, -2.5784, 4.9658], [-9.0706, -2.8051, 5.7944], [-5.7560, -1.6981, 4.5332], [-5.7143, -2.0582, 3.2541], [-4.5545, -1.5970, 2.7661], [-3.8287, -0.9313, 3.7797], [-4.6113, -1.0202, 4.8871], [-2.5749, -0.3436, 3.5628], [-1.7759, 0.2326, 4.5632], [-0.5580, 0.7625, 4.2183], [-0.1724, 0.7632, 2.8776], [-0.8978, 0.2292, 1.8990], [-2.0741, -0.3587, 2.2201], [-2.8017, -1.0164, 1.1813], [-2.2646, -0.9977, -0.0614], [-2.9122, -1.5910, -1.0491], [-4.1015, -2.2945, -0.8689], [-4.6678, -2.3385, 0.3879], [-4.0333, -1.6746, 1.4432], [-11.7716, -3.2912, 8.5931], [-10.9717, -4.2530, 7.3255], [-11.7454, -2.6943, 6.9157], [-7.8410, -1.4464, 8.6424], [-5.9271, -1.0401, 7.1866], [-8.0301, -2.8909, 3.9347], [-9.9439, -3.3032, 5.4061], [-4.4243, -0.6319, 5.7976], [-2.1132, 0.2403, 5.5874], [0.0956, 1.1810, 4.9627], [0.7904, 1.1785, 2.5998], [-2.4662, -1.4997, -2.0312], [-4.5678, -2.7828, -1.7092], [-5.5932, -2.8543, 0.5872], [1.3574, -1.6589, 1.6380], [3.0813, -1.1556, 1.7084], [3.8597, -1.8639, 2.6120], [5.1850, -1.5163, 2.7978], [5.7242, -0.4665, 2.0712], [4.9370, 0.2479, 1.1848], [3.5927, -0.0731, 0.9927], [2.5015, 0.8654, -0.3614], [3.0986, -0.1281, -1.9304], [4.2828, -0.8570, -1.9208], [4.7892, -1.4060, -3.0855], [4.1366, -1.1941, -4.2894], [2.9464, -0.4930, -4.3196], [2.4179, 0.0235, -3.1402], [3.6575, 2.4712, -0.7853], [3.8535, 2.7971, -2.1260], [4.6528, 3.8693, -2.4896], [5.2573, 4.6512, -1.5209], [5.0529, 4.3525, -0.1828], [4.2618, 3.2763, 0.1867], [3.4180, -2.6751, 3.1694], [5.7934, -2.0707, 3.4926], [6.7624, -0.2005, 2.1888], [5.3658, 1.0630, 0.6118], [4.8249, -0.9913, -0.9919], [5.7061, -1.9718, -3.0524], [4.5459, -1.5800, -5.2094], [2.4198, -0.3463, -5.2512], [0.7082, 0.6494, -4.0724], [3.3902, 2.2059, -2.9048], [4.8063, 4.0830, -3.5354], [5.8856, 5.4800, -1.8076], [5.5224, 4.9590, 0.5769], [4.1301, 3.0652, 1.2431], [0.3651, 0.6073, -2.1309], [1.2145, 0.7600, -3.1955], [-3.2774, 4.8838, -0.0773], [-1.6407, 5.6831, -0.6626], [-0.7714, 6.4253, 0.8597], [-1.8287, 6.8615, -2.1454], [-0.4328, 4.2456, -1.1712], [-0.5683, 2.9585, 0.5070], [1.3279, 3.5125, 1.3641], [1.4028, 4.1575, 3.2100], [-0.3562, 4.0779, 3.9456], [2.1160, 5.9110, 3.1438], [2.6266, 2.9839, 4.1000], [-4.1385, 5.2729, -0.6121], [-3.4379, 5.0964, 0.9763], [-3.2670, 3.8005, -0.2025], [-1.3852, 7.1709, 1.3526], [0.1665, 6.9061, 0.5987], [-0.5715, 5.6176, 1.5651], [-2.7957, 7.3542, -2.1147], [-1.7396, 6.3682, -3.1099], [-1.0750, 7.6433, -2.1134], [0.5910, 4.5855, -1.3152], [-0.7674, 3.6984, -2.0484], [1.7667, 4.2535, 0.6955], [1.9666, 2.6233, 1.3134], [-0.7822, 5.0725, 4.0220], [-0.3486, 3.6713, 4.9510], [-1.0343, 3.4770, 3.3338], [1.4832, 6.6036, 2.5993], [3.0996, 5.9256, 2.6834], [2.2260, 6.3006, 4.1505], [2.1944, 2.0372, 4.4097], [2.9950, 3.4685, 4.9990], [3.4969, 2.7567, 3.4881], [-6.6405, 3.8030, -7.2104], [-6.0868, 3.4805, -6.2629], [-5.3498, 3.0724, -5.1209], [-5.3455, 1.7297, -4.7347], [-4.5515, 1.3205, -3.6849], [-3.7500, 2.2472, -3.0099], [-3.7785, 3.5960, -3.3806], [-4.5752, 4.0040, -4.4266], [-2.8478, 1.7987, -2.0186], [-2.0335, 1.4082, -1.1997], [-5.9560, 1.0193, -5.2699], [-4.5232, 0.2793, -3.3985], [-3.1651, 4.3081, -2.8513], [-4.5924, 5.0391, -4.7266], [2.4703, -6.5565, -1.6874], [2.4435, -5.7196, -2.7321], [1.9071, -4.4701, -2.4877], [1.7577, -3.5953, -3.5418], [1.1484, -2.4204, -3.2718], [2.1772, -3.9258, -4.8236], [2.0128, -3.0647, -5.8231], [2.7510, -5.1818, -5.0488], [3.1342, -5.5149, -6.2651], [2.8837, -6.0957, -3.9950], [3.3930, -7.2935, -4.2075], [1.1290, -4.1948, -0.6903], [0.9067, -1.9317, -0.3560], [-0.5494, -5.2483, -0.8635], [-0.7184, -6.5128, -0.3311], [0.2003, -6.9692, 0.5165], [-1.8091, -7.3018, -0.6867], [-1.9478, -8.5104, -0.1772], [-2.7516, -6.8050, -1.5916], [-3.7901, -7.5402, -1.9310], [-2.5941, -5.5283, -2.1387], [-3.4891, -5.0335, -2.9866], [-1.4833, -4.7888, -1.7712], [-1.2346, -3.5672, -2.3004], [2.2007, -4.7615, 0.8623], [3.5473, -5.0632, 0.8060], [4.1914, -4.7876, -0.3335], [4.2019, -5.6013, 1.9089], [5.4939, -5.8736, 1.8578], [3.4837, -5.8264, 3.0883], [4.0977, -6.3208, 4.1444], [2.1248, -5.4996, 3.1637], [1.4548, -5.6626, 4.2940], [1.5095, -4.9739, 2.0404], [0.2092, -4.6100, 2.0405]]
}